49
Properties=species:S:1:pos:R:3:forces:R:3:lowdin_charge:R:1 method="wB97M-V/def2-TZVPD" spin_multiplicity=5 gap_ev="8.9 / 4.7" s_squared=6.043 total_charge=+2 e_tot_ha=-1976.0530 lumo_energy_ev="-5.49 / -10.26"
Pd 1.011 -0.200 -0.193 0.0 0.1 -0.1 1.160
O 3.373 2.027 2.801 0.0 0.0 0.0 0.183
C 2.617 1.478 1.877 0.0 -0.1 -0.1 -0.450
O 2.729 0.329 1.492 0.0 0.0 0.0 0.050
C 1.585 2.407 1.314 0.0 0.0 0.0 -0.160
C 1.423 3.736 1.645 0.0 0.0 0.0 0.052
C 0.418 4.452 0.993 0.0 0.0 0.0 0.018
C -0.373 3.828 0.042 0.0 0.0 0.0 0.054
C -0.142 2.487 -0.236 0.0 0.0 0.0 -0.148
N 0.809 1.820 0.403 0.0 0.0 0.0 0.041
C -0.934 1.702 -1.280 0.0 0.1 0.0 -0.574
O -1.847 2.244 -1.855 0.0 0.0 0.0 0.109
O -0.537 0.475 -1.480 0.0 -0.1 0.0 -0.146
H 4.035 1.386 3.111 0.0 0.0 0.0 0.163
H 2.062 4.199 2.383 0.0 0.0 0.0 0.136
H 0.264 5.496 1.228 0.0 0.0 0.0 0.131
H -1.156 4.345 -0.493 0.0 0.0 0.0 0.138
Cl 0.546 -2.507 -7.880 0.0 0.0 0.0 0.920
C 0.459 -2.503 -6.212 0.0 0.0 0.0 -0.602
C 1.054 -3.574 -5.486 0.0 0.0 0.0 -0.029
C 0.985 -3.567 -4.128 0.0 0.0 0.0 0.045
C 0.331 -2.497 -3.464 0.1 -0.1 0.0 -0.021
C -0.269 -1.435 -4.194 0.0 0.0 0.0 0.048
C -0.203 -1.432 -5.553 0.0 0.0 0.0 -0.028
C 0.263 -2.453 -1.965 -0.1 0.0 0.0 -0.638
O -0.758 -2.898 -1.443 0.0 0.0 0.0 0.066
O 1.278 -1.928 -1.424 0.1 0.0 0.0 -0.071
H 1.551 -4.365 -6.031 0.0 0.0 0.0 0.130
H 1.433 -4.362 -3.547 0.0 0.0 0.0 0.146
H -0.751 -0.633 -3.644 0.0 0.0 0.0 0.124
H -0.636 -0.637 -6.144 0.0 0.0 0.0 0.131
N -0.536 -1.193 0.963 0.0 0.0 0.1 0.253
C -1.496 -1.835 0.946 0.0 0.0 -0.1 -0.123
N -2.592 -2.555 0.908 0.0 0.0 0.1 0.048
C -2.836 -3.592 1.927 0.0 0.0 0.0 -0.067
C -3.855 -4.596 1.414 0.0 0.0 0.0 -0.144
C -3.547 -4.920 -0.049 0.0 0.0 0.0 -0.159
C -3.767 -3.697 -0.938 0.0 0.1 0.0 -0.122
C -3.555 -2.363 -0.164 0.0 0.0 0.0 -0.057
H -3.178 -3.065 2.828 0.0 0.0 0.0 0.168
H -1.867 -4.041 2.156 0.0 0.0 0.0 0.158
H -4.871 -4.209 1.522 0.0 0.0 0.0 0.131
H -3.786 -5.478 2.048 0.0 0.0 0.0 0.136
H -4.174 -5.742 -0.388 0.0 0.0 0.0 0.129
H -2.509 -5.253 -0.126 0.0 0.0 0.0 0.125
H -4.789 -3.660 -1.314 0.0 0.0 0.0 0.131
H -3.077 -3.691 -1.778 0.0 0.0 0.0 0.104
H -4.491 -2.095 0.342 0.0 0.0 0.0 0.165
H -3.220 -1.549 -0.800 0.0 0.0 0.0 0.144

49
Properties=species:S:1:pos:R:3:forces:R:3:lowdin_charge:R:1 method="wB97M-V/def2-TZVPD" gap_ev=8.3 e_tot_ha=-2247.0517 lumo_energy_ev=-0.38
C -2.074 4.433 -1.488 0.2 -0.3 0.0 -0.001
C -1.047 3.390 -1.916 0.0 0.6 -0.5 -0.251
O -1.467 2.109 -1.448 -0.2 0.2 0.3 -0.002
C -1.266 1.051 -2.257 0.2 -0.2 -0.4 -0.423
O -0.751 1.132 -3.342 0.0 0.0 0.1 0.138
C -1.732 -0.215 -1.638 -0.1 -0.3 0.0 -0.114
C -1.454 -1.406 -2.306 -0.1 0.3 0.0 0.010
C -1.834 -2.613 -1.748 0.0 -0.1 -0.1 -0.031
C -2.491 -2.612 -0.533 -0.1 -0.4 0.1 -0.264
S -2.951 -4.162 0.228 -0.1 0.0 0.5 0.661
O -2.401 -5.245 -0.536 0.3 0.2 -0.1 -0.284
O -4.355 -4.161 0.508 -0.1 0.2 0.2 -0.283
N -2.183 -4.030 1.718 -0.6 0.0 -0.7 -0.119
C -0.752 -4.303 1.682 0.5 0.1 -0.4 -0.152
C -0.030 -3.083 1.212 0.1 0.5 0.9 -0.290
C 0.120 -1.850 1.778 0.0 -0.7 -0.2 -0.018
C 0.865 -1.074 0.857 0.2 -0.3 -0.4 -0.051
C 1.112 -1.895 -0.198 0.2 0.7 0.2 -0.115
O 0.573 -3.109 0.005 0.1 -0.5 -0.1 0.038
C -2.795 -1.439 0.131 -0.1 0.1 0.0 -0.038
C -2.410 -0.231 -0.420 0.0 0.0 -0.1 0.011
C 0.332 3.778 -1.359 -0.4 -0.5 -0.1 -0.406
O 0.918 4.751 -1.768 0.1 0.3 -0.1 0.097
N 0.770 2.950 -0.374 -0.3 -0.4 0.1 0.177
C 1.967 2.987 0.327 0.5 0.1 0.2 -0.271
C 2.944 3.967 0.145 -0.1 0.0 0.0 0.020
C 4.090 3.887 0.911 -0.1 -0.3 0.2 -0.071
C 4.220 2.844 1.821 -0.2 0.1 -0.2 -0.664
Cl 5.632 2.702 2.800 0.1 0.0 0.1 0.676
C 3.194 1.916 1.929 0.3 0.2 0.1 -0.155
N 2.098 1.992 1.199 -0.4 0.1 -0.3 0.107
H -3.036 4.224 -1.949 -0.1 0.0 0.0 0.088
H -1.731 5.416 -1.798 0.0 0.1 0.0 0.090
H -2.190 4.418 -0.406 0.0 0.0 0.1 0.092
H -0.959 3.361 -3.010 0.1 0.0 0.3 0.159
H -0.935 -1.362 -3.251 0.0 0.0 -0.1 0.128
H -1.622 -3.557 -2.223 0.1 -0.1 -0.1 0.122
H -2.689 -4.576 2.399 -0.2 -0.1 0.0 0.109
H -0.422 -4.571 2.687 -0.1 0.0 -0.1 0.134
H -0.538 -5.128 0.991 0.1 0.0 0.2 0.121
H -0.250 -1.539 2.733 -0.1 0.0 0.2 0.115
H 1.187 -0.058 0.980 0.1 0.2 -0.1 0.062
H 1.644 -1.743 -1.116 0.1 -0.1 -0.2 0.127
H -3.321 -1.494 1.070 0.0 0.1 0.2 0.123
H -2.632 0.697 0.083 0.0 0.0 0.1 0.122
H 0.169 2.175 -0.111 0.1 0.2 -0.1 0.146
H 2.797 4.754 -0.574 0.0 0.0 0.0 0.104
H 4.874 4.620 0.807 0.1 0.1 0.0 0.112
H 3.250 1.086 2.619 0.1 0.0 0.1 0.112

49
Properties=species:S:1:pos:R:3:forces:R:3:lowdin_charge:R:1 method="wB97M-V/def2-TZVPD" gap_ev=8.6 e_tot_ha=-2247.0066 lumo_energy_ev=-0.25
C 4.105 -2.706 5.220 -0.2 -0.1 -0.1 0.000
C 3.343 -2.035 4.140 0.2 0.7 -0.4 -0.309
C 3.592 -0.912 3.405 -0.2 -0.4 0.3 0.064
C 2.468 -0.829 2.543 0.2 -0.7 0.7 -0.299
N 2.180 0.109 1.574 -0.5 -0.4 -0.1 0.177
C 2.945 1.186 1.261 -0.4 0.1 -0.5 -0.424
O 3.974 1.492 1.809 0.2 0.2 0.1 0.096
C 2.371 2.027 0.114 0.6 0.3 0.0 -0.046
O 1.291 1.391 -0.551 -0.3 0.1 0.3 -0.021
C 1.561 0.769 -1.720 0.3 0.0 -0.3 -0.442
O 2.634 0.790 -2.254 -0.1 0.1 0.1 0.108
C 0.343 0.060 -2.200 -0.2 -0.1 -0.2 -0.111
C -0.911 0.526 -1.805 0.2 0.0 -0.1 0.013
C -2.047 -0.175 -2.132 -0.5 0.3 0.2 -0.240
S -3.685 0.336 -1.569 0.3 0.1 -0.2 0.697
O -4.320 -0.820 -1.017 0.2 -0.1 0.2 -0.265
O -4.346 0.995 -2.654 0.1 0.2 0.0 -0.274
N -3.401 1.489 -0.384 -0.2 -0.6 -0.9 -0.212
C -3.784 2.849 -0.681 -0.2 0.4 -0.3 -0.074
C -2.550 1.213 0.687 0.4 -0.3 0.7 -0.275
C -2.170 -0.101 0.969 0.0 0.0 0.2 -0.030
C -1.288 -0.370 1.998 0.0 0.0 0.0 -0.075
C -0.774 0.657 2.775 0.0 0.1 0.1 -0.107
C -1.161 1.958 2.515 0.1 -0.1 0.1 -0.078
C -2.037 2.240 1.482 -0.2 0.1 -0.3 -0.028
C -1.971 -1.330 -2.894 0.0 0.0 0.0 -0.028
C -0.742 -1.780 -3.336 0.1 0.1 0.0 -0.069
C 0.419 -1.096 -2.985 -0.3 0.3 0.2 -0.578
Cl 1.930 -1.717 -3.494 0.1 -0.3 -0.2 0.783
N 1.636 -1.822 2.760 -0.5 0.7 -1.0 0.107
O 2.175 -2.572 3.751 0.6 -0.3 0.6 0.009
H 4.418 -3.697 4.896 0.1 0.0 0.0 0.090
H 4.981 -2.117 5.472 0.0 0.0 0.0 0.088
H 3.478 -2.824 6.102 0.0 0.0 0.1 0.089
H 4.421 -0.240 3.447 0.2 0.1 0.1 0.107
H 1.291 -0.020 1.105 0.1 0.1 0.0 0.135
H 1.993 2.966 0.526 0.0 -0.1 0.0 0.146
H 3.181 2.239 -0.592 -0.1 0.0 0.2 0.139
H -0.967 1.434 -1.228 0.0 0.0 0.1 0.124
H -4.354 3.272 0.147 0.1 0.0 0.0 0.102
H -2.914 3.479 -0.890 0.0 0.0 0.0 0.097
H -4.414 2.813 -1.566 0.0 0.2 0.1 0.077
H -2.586 -0.910 0.395 0.0 -0.1 0.1 0.096
H -0.990 -1.388 2.197 0.0 -0.1 0.0 0.098
H -0.090 0.438 3.580 0.1 0.0 0.1 0.100
H -0.780 2.769 3.119 0.0 0.1 0.1 0.106
H -2.319 3.265 1.306 0.0 0.1 -0.1 0.099
H -2.880 -1.862 -3.124 0.0 -0.2 -0.1 0.126
H -0.665 -2.670 -3.940 0.0 -0.1 0.0 0.112

56
Properties=species:S:1:pos:R:3:forces:R:3:lowdin_charge:R:1 method="wB97M-V/def2-TZVPD" spin_multiplicity=3 gap_ev="10.2 / 9.0" s_squared=2.005 total_charge=+1 e_tot_ha=-4251.3602 lumo_energy_ev="-2.42 / -3.62"
Ni 0.108 -0.023 -0.260 1.8 1.3 3.0 0.680
C 0.892 -1.258 2.450 0.0 -0.1 0.0 -0.097
N 0.571 0.064 1.892 -0.2 0.0 -0.2 -0.193
C 1.668 1.010 2.161 0.1 0.2 -0.1 -0.094
C 2.504 1.306 0.942 0.2 0.1 -0.1 -0.223
C 3.754 1.902 1.050 -0.2 0.0 -0.1 0.002
C 4.426 2.273 -0.105 -0.2 -0.1 0.0 -0.028
C 3.831 2.020 -1.330 -0.2 0.0 0.0 -0.018
C 2.589 1.400 -1.359 0.5 0.3 -0.2 -0.079
N 1.950 1.060 -0.245 -0.2 -0.7 -0.1 0.056
C -0.704 0.585 2.416 -0.2 -0.1 0.1 -0.096
C -1.130 1.791 1.612 0.0 0.4 0.1 -0.246
C -2.028 2.748 2.065 0.2 -0.1 0.0 0.011
C -2.326 3.825 1.240 0.1 -0.1 -0.1 -0.022
C -1.689 3.936 0.014 0.2 -0.1 0.0 -0.014
C -0.792 2.947 -0.358 -0.2 0.6 0.1 -0.100
N -0.552 1.898 0.415 -0.2 -0.5 0.0 0.042
C 0.042 -2.339 1.841 -0.2 -0.1 -0.1 -0.244
C -0.204 -3.551 2.471 0.0 0.1 -0.1 0.002
C -1.000 -4.484 1.826 0.0 0.2 -0.1 -0.030
C -1.520 -4.173 0.580 0.1 0.1 0.0 -0.018
C -1.187 -2.955 0.007 -0.3 -0.6 0.0 -0.100
N -0.425 -2.063 0.624 0.1 0.1 0.1 0.068
H 0.787 -1.245 3.544 0.1 -0.1 -0.1 0.143
H 1.932 -1.481 2.200 0.0 0.1 0.1 0.148
H 2.305 0.631 2.966 -0.1 0.1 0.0 0.138
H 1.248 1.966 2.489 0.0 -0.1 0.1 0.143
H 4.185 2.086 2.020 0.0 0.0 0.2 0.122
H 5.388 2.761 -0.049 0.0 0.0 0.0 0.120
H 4.312 2.299 -2.254 0.0 0.0 -0.1 0.117
H 2.092 1.174 -2.297 0.1 0.0 0.1 0.096
H -0.600 0.843 3.480 -0.1 0.0 -0.1 0.146
H -1.469 -0.191 2.310 0.1 0.0 0.1 0.140
H -2.476 2.663 3.043 0.0 -0.1 0.1 0.124
H -3.024 4.583 1.559 -0.1 0.0 0.0 0.119
H -1.863 4.776 -0.639 0.0 0.1 -0.1 0.118
H -0.255 2.993 -1.296 -0.1 0.0 0.0 0.119
H 0.230 -3.763 3.435 0.0 0.0 0.2 0.121
H -1.212 -5.438 2.282 0.0 -0.1 0.1 0.117
H -2.157 -4.862 0.050 0.0 -0.1 -0.1 0.116
H -1.538 -2.688 -0.981 0.0 -0.1 0.2 0.087
F -4.225 -1.224 -1.925 0.3 0.0 0.1 0.153
C -3.624 -0.214 -2.553 -0.5 -0.1 -0.3 -0.650
F -4.324 0.895 -2.319 0.5 -0.1 0.2 0.160
F -3.639 -0.456 -3.856 0.3 0.1 0.1 0.166
S -1.871 -0.027 -1.909 -2.7 0.2 -1.2 0.594
O -2.047 -0.183 -0.479 0.0 -0.4 0.2 -0.284
O -1.387 1.252 -2.311 0.2 0.3 -0.5 -0.251
N -1.154 -1.249 -2.580 -0.1 0.2 0.2 -0.274
S 0.391 -1.062 -2.796 0.8 -1.3 -2.1 0.620
O 0.790 0.070 -3.560 0.0 0.2 -0.4 -0.246
O 1.150 -1.280 -1.576 -0.1 -0.1 0.4 -0.300
C 0.751 -2.598 -3.807 0.0 -0.5 -0.2 -0.657
F 0.885 -3.645 -2.996 -0.1 0.2 0.2 0.151
F -0.239 -2.845 -4.651 0.0 0.2 0.0 0.163
F 1.881 -2.458 -4.493 -0.2 0.4 0.3 0.166

47
Properties=species:S:1:pos:R:3:forces:R:3:lowdin_charge:R:1 method="wB97M-V/def2-TZVPD" gap_ev=7.8 e_tot_ha=-1331.2202 lumo_energy_ev=0.11
C -1.972 1.588 -5.223 -1.9 0.6 0.6 -0.080
O -1.262 2.770 -4.735 0.0 -0.3 -0.7 -0.226
N -0.840 2.760 -3.365 -1.4 0.9 -0.8 0.085
C -0.917 3.979 -2.926 0.4 -1.7 -1.5 -0.061
C -0.532 4.326 -1.588 -0.2 -0.3 -0.1 -0.104
C 0.053 5.507 -1.257 0.8 3.5 1.4 -0.353
N 0.306 6.582 -2.096 -0.6 -1.8 -2.5 0.122
N 0.387 5.836 0.003 1.1 -0.4 2.1 0.106
C 0.251 4.934 1.014 -0.8 1.5 -3.3 -0.129
N -0.363 3.806 0.735 1.2 0.3 3.2 0.122
C -0.666 3.523 -0.487 -0.6 -3.3 0.3 -0.275
N -1.064 2.169 -0.561 -3.2 2.6 -2.3 0.075
C -0.156 1.159 -0.378 0.0 -0.6 0.5 -0.273
C 0.033 0.292 -1.455 -1.2 0.9 -0.9 -0.054
C 0.668 -0.842 -1.267 1.6 -2.4 2.2 -0.041
C 1.129 -1.175 0.007 1.6 -1.6 0.2 -0.188
N 1.865 -2.344 0.439 -0.6 1.7 -0.6 0.179
C 2.177 -2.047 1.653 -0.6 -0.5 1.4 -0.356
C 2.954 -2.919 2.559 2.0 0.9 1.6 -0.094
C 2.391 -3.171 3.981 0.7 0.6 -1.8 -0.198
C 3.011 -2.534 5.101 -2.9 -0.9 -0.2 -0.050
C 2.202 -2.703 6.246 -0.3 -0.7 0.7 -0.074
C 1.072 -3.642 6.310 1.6 1.3 -1.5 0.015
C 0.610 -4.345 5.152 4.2 4.3 1.2 -0.337
F -0.352 -5.168 5.196 -2.5 -2.1 0.2 0.150
C 1.246 -4.012 3.963 1.3 0.6 2.3 0.037
N 1.685 -0.831 2.144 0.6 -1.5 -2.0 0.182
C 1.046 -0.296 1.062 -1.0 2.0 -0.3 -0.217
C 0.385 0.931 0.879 -0.4 0.2 1.0 0.058
H -3.124 1.770 -5.137 1.9 -0.2 0.2 0.102
H -1.716 0.723 -4.607 0.1 0.0 -0.2 0.060
H -1.851 1.376 -6.324 0.7 0.6 1.3 0.090
H -1.203 4.760 -3.629 -0.2 0.0 0.0 0.131
H 1.019 7.210 -1.752 -0.1 -0.1 -0.2 0.095
H 0.292 6.315 -3.123 0.4 1.0 1.9 0.117
H 0.594 5.170 2.030 -0.2 0.0 -0.6 0.118
H -1.755 2.058 -1.341 1.5 -0.4 0.8 0.145
H -0.393 0.333 -2.454 -0.2 1.2 0.4 0.096
H 0.801 -1.524 -2.037 0.2 -1.2 -1.3 0.097
H 3.982 -2.447 2.636 -1.0 -0.3 0.2 0.136
H 3.182 -3.858 2.135 -0.2 -1.0 -1.0 0.101
H 3.896 -1.851 5.089 -1.0 -0.9 -0.3 0.122
H 2.514 -2.061 7.120 -0.8 -1.2 -0.6 0.110
H 0.559 -3.751 7.226 -0.4 -0.1 0.9 0.083
H 0.947 -4.544 3.117 -0.3 -0.3 -1.6 0.111
H 1.640 -0.567 3.092 0.0 0.3 0.9 0.141
H 0.143 1.630 1.725 0.4 -0.8 -1.1 0.123